Entry from OMol25: a cluster of 12 separate species, C47H99FO21 in total at a distorted geometry (ωB97M-V/def2-TZVPD).

XYZ file:
```
168
C47H99FO21 (ωB97M-V/def2-TZVPD)
O 29.155 -12.932 4.963
C 29.255 -13.495 5.994
O 29.184 -14.826 6.195
C 29.850 -15.120 7.429
C 29.626 -13.826 8.228
F 30.749 -13.501 8.939
O 29.426 -12.865 7.199
H 29.444 -16.017 7.876
H 30.917 -15.172 7.207
H 28.748 -13.734 8.867
C 26.545 -11.469 9.781
C 25.397 -11.994 8.957
O 25.726 -13.312 8.439
C 24.754 -14.006 7.867
C 25.268 -15.256 7.225
O 23.604 -13.692 7.879
H 26.907 -12.249 10.455
H 26.132 -10.721 10.466
H 27.344 -10.977 9.231
H 24.483 -12.016 9.550
H 25.176 -11.451 8.036
H 25.755 -15.094 6.260
H 24.431 -15.909 6.981
H 25.943 -15.826 7.863
C 18.656 -9.235 2.849
C 18.300 -8.685 4.245
O 18.674 -7.285 4.130
C 17.663 -6.380 4.202
C 18.132 -5.013 4.650
O 16.557 -6.585 3.787
H 19.704 -8.991 2.664
H 18.072 -8.733 2.083
H 18.545 -10.321 2.822
H 17.255 -8.969 4.349
H 18.883 -9.148 5.036
H 18.711 -5.047 5.565
H 17.288 -4.334 4.653
H 18.768 -4.676 3.821
C 23.982 -8.015 10.332
C 23.510 -8.174 8.890
O 22.388 -9.064 8.783
C 21.184 -8.586 9.068
C 20.037 -9.489 8.697
O 20.979 -7.479 9.495
H 24.877 -7.415 10.425
H 24.038 -8.996 10.805
H 23.107 -7.535 10.786
H 23.297 -7.220 8.421
H 24.309 -8.702 8.374
H 19.212 -8.925 8.284
H 19.754 -10.048 9.589
H 20.373 -10.218 7.956
C 24.373 -3.464 9.750
C 23.196 -4.414 9.681
O 23.001 -4.716 8.299
C 21.765 -4.667 7.793
C 21.690 -5.167 6.383
O 20.811 -4.170 8.332
H 25.267 -3.918 9.333
H 24.515 -3.003 10.731
H 24.120 -2.547 9.202
H 23.381 -5.306 10.275
H 22.294 -3.935 10.061
H 20.689 -4.995 5.999
H 21.937 -6.227 6.313
H 22.341 -4.608 5.708
C 22.415 -6.662 1.420
C 23.421 -6.280 0.321
O 22.728 -5.864 -0.869
C 22.565 -4.549 -1.020
C 21.754 -4.176 -2.230
O 22.903 -3.745 -0.197
H 22.266 -7.723 1.578
H 21.518 -6.053 1.310
H 22.849 -6.274 2.352
H 24.031 -5.469 0.695
H 23.953 -7.166 -0.011
H 20.714 -4.094 -1.926
H 21.865 -4.898 -3.035
H 22.157 -3.217 -2.547
C 27.533 -5.826 9.486
C 27.951 -6.249 8.114
O 27.341 -5.451 7.090
C 26.086 -5.725 6.701
C 25.511 -4.670 5.814
O 25.492 -6.708 7.024
H 26.503 -6.102 9.692
H 27.713 -4.751 9.583
H 28.168 -6.230 10.277
H 29.023 -6.207 7.940
H 27.676 -7.291 7.919
H 26.122 -4.109 5.117
H 24.964 -3.977 6.462
H 24.747 -5.186 5.226
C 21.102 -12.414 4.886
C 20.057 -12.100 5.925
O 18.803 -12.678 5.511
C 17.704 -12.207 6.109
C 16.456 -12.908 5.679
O 17.718 -11.325 6.925
H 20.758 -12.175 3.875
H 21.501 -13.430 4.873
H 21.990 -11.786 5.012
H 20.372 -12.461 6.904
H 19.946 -11.015 5.944
H 16.598 -13.793 5.066
H 15.910 -12.143 5.105
H 15.720 -13.128 6.449
C 21.991 -8.979 4.463
C 23.440 -8.641 4.837
O 24.069 -9.864 5.222
C 25.383 -9.737 5.727
C 26.161 -10.967 5.312
H 21.921 -9.738 3.686
H 21.504 -9.372 5.358
H 21.501 -8.027 4.244
H 24.002 -8.167 4.025
H 23.344 -7.997 5.721
H 25.847 -8.781 5.457
H 25.387 -9.678 6.826
H 26.355 -10.958 4.242
H 25.623 -11.817 5.734
H 27.175 -10.994 5.730
C 29.100 -15.432 0.548
C 28.220 -14.197 0.579
O 28.987 -13.025 0.582
C 28.869 -12.257 1.783
C 29.941 -11.203 1.875
H 29.416 -15.611 -0.480
H 29.937 -15.360 1.240
H 28.559 -16.329 0.867
H 27.540 -14.164 -0.280
H 27.532 -14.255 1.432
H 27.822 -11.941 1.842
H 28.964 -12.951 2.626
H 29.450 -10.233 2.033
H 30.630 -11.087 1.046
H 30.482 -11.279 2.821
C 30.951 -6.593 3.701
C 30.433 -8.007 3.435
O 29.704 -8.420 4.565
C 30.079 -9.684 5.171
C 30.059 -9.537 6.686
H 30.124 -5.941 3.970
H 31.773 -6.601 4.416
H 31.326 -6.170 2.760
H 29.696 -7.853 2.634
H 31.203 -8.648 3.002
H 29.390 -10.394 4.726
H 31.148 -9.801 4.958
H 29.115 -9.109 7.043
H 30.872 -8.873 6.973
H 30.148 -10.501 7.183
C 23.513 -10.268 0.735
C 24.181 -11.188 1.713
O 23.404 -12.368 1.805
C 23.953 -13.347 2.689
C 23.525 -14.694 2.135
H 23.399 -10.788 -0.220
H 22.595 -9.855 1.136
H 24.173 -9.455 0.409
H 25.228 -11.407 1.466
H 24.249 -10.733 2.715
H 25.043 -13.251 2.704
H 23.563 -13.164 3.695
H 22.507 -14.941 2.436
H 24.199 -15.489 2.461
H 23.546 -14.634 1.049
```

Results
HOMO level   -9.27 eV
Max |F|   2.60 eV/A
DFT total energy   -96058.484 eV
Structure (SMILES)   O=C1OC[C@@H](F)O1.CCOC(C)=O.CCOC(C)=O.CCOC(C)=O.CCOC(C)=O.CCOC(C)=O.CCOC(C)=O.CCOC(C)=O.CCOCC.CCOCC.CCOCC.CCOCC
Charge   0
Kohn-Sham gap   9.56 eV

Mulliken atomic charge list, values in e, 5 entries: -0.359 0.345 -0.367 -0.514 0.503

---

Entry from OMol25: a structure of composition C47H99In2N5O7 at a distorted geometry (ωB97M-V/def2-TZVPD).

XYZ file:
```
160
C47H99In2N5O7 (ωB97M-V/def2-TZVPD)
In 2.302 1.146 3.950
In 1.023 5.223 1.923
O 0.471 2.317 1.436
C 0.667 1.362 0.408
C 0.788 -0.217 0.702
O 1.775 -0.678 1.633
H 1.578 1.630 -0.126
H -0.082 1.425 -0.381
H 0.947 -0.736 -0.243
H -0.180 -0.661 0.938
C 2.522 -4.048 6.269
C 2.095 -3.540 4.860
C 1.563 -4.677 3.960
C 0.158 -5.052 4.314
C -0.809 -3.883 4.107
C -0.399 -2.661 5.023
N 1.026 -2.385 4.978
O 1.410 -1.248 5.620
C -1.231 -1.457 4.539
C -0.770 -2.941 6.505
C 3.328 -3.058 4.144
H 3.164 -4.926 6.198
H 1.725 -4.288 6.973
H 3.048 -3.284 6.841
H 1.573 -4.378 2.912
H 2.163 -5.579 4.079
H 0.117 -5.372 5.356
H -0.148 -5.936 3.754
H -1.876 -4.070 4.221
H -0.648 -3.516 3.093
H -0.754 -1.047 3.649
H -2.252 -1.649 4.209
H -1.201 -0.615 5.231
H -0.439 -2.152 7.179
H -1.854 -2.971 6.623
H -0.501 -3.946 6.830
H 3.630 -2.141 4.651
H 3.129 -2.864 3.090
H 4.187 -3.728 4.108
H 1.168 -1.460 6.524
C 0.163 -1.670 -5.044
C -0.895 -1.649 -3.966
C -1.084 -0.227 -3.422
C -2.238 -0.043 -2.495
C -3.519 -0.604 -3.159
C -3.410 -2.007 -3.725
N -2.191 -2.180 -4.577
O -2.088 -3.412 -5.079
C -3.641 -2.979 -2.537
C -4.641 -2.246 -4.629
C -0.291 -2.579 -2.864
H -0.357 -1.429 -5.971
H 0.515 -2.587 -5.516
H 1.127 -1.210 -4.826
H -0.210 0.143 -2.884
H -1.263 0.416 -4.283
H -2.354 0.988 -2.159
H -2.038 -0.616 -1.590
H -3.973 0.073 -3.883
H -4.201 -0.552 -2.311
H -3.256 -2.699 -1.556
H -4.667 -3.195 -2.239
H -3.224 -3.957 -2.778
H -5.583 -1.981 -4.149
H -4.624 -1.578 -5.490
H -4.798 -3.257 -5.006
H 0.626 -2.064 -2.577
H -0.110 -3.590 -3.230
H -0.774 -2.676 -1.892
H -1.996 -3.246 -6.020
C -0.067 6.256 -3.446
C -0.159 5.144 -2.285
C -0.613 3.816 -2.912
C 0.444 3.149 -3.793
C 1.702 2.988 -2.900
C 2.252 4.270 -2.256
N 1.126 4.964 -1.561
O 1.558 6.041 -0.915
C 3.277 3.876 -1.172
C 3.025 5.076 -3.396
C -1.292 5.524 -1.338
H 0.677 6.074 -4.221
H 0.312 7.223 -3.115
H -0.951 6.341 -4.078
H -0.926 3.071 -2.180
H -1.519 3.989 -3.493
H 0.624 3.835 -4.620
H 0.095 2.211 -4.225
H 2.404 2.469 -3.553
H 1.578 2.232 -2.125
H 3.892 4.655 -0.721
H 2.810 3.510 -0.258
H 3.895 3.063 -1.553
H 4.076 4.786 -3.384
H 2.734 4.869 -4.426
H 3.130 6.138 -3.174
H -2.259 5.568 -1.840
H -1.208 6.520 -0.903
H -1.354 4.867 -0.471
H 1.932 6.591 -1.608
C -3.080 4.235 4.501
C -3.502 3.017 3.691
C -5.029 2.681 4.156
C -5.717 1.755 3.125
C -5.729 2.355 1.739
C -4.320 2.663 1.184
N -3.496 3.399 2.252
O -2.258 3.622 1.777
C -3.733 1.268 0.806
C -4.412 3.561 -0.101
C -2.643 1.863 4.236
H -3.779 5.063 4.383
H -2.836 4.201 5.563
H -2.202 4.773 4.144
H -5.111 2.235 5.147
H -5.594 3.612 4.210
H -5.279 0.756 3.127
H -6.768 1.583 3.356
H -6.359 3.239 1.830
H -6.326 1.607 1.217
H -4.318 0.884 -0.029
H -3.858 0.500 1.569
H -2.680 1.189 0.538
H -4.463 4.647 -0.024
H -5.451 3.499 -0.426
H -3.736 3.313 -0.919
H -3.261 0.975 4.365
H -1.690 1.700 3.732
H -2.292 2.035 5.253
H -1.944 2.732 1.602
C 2.011 -3.623 -0.601
C 3.355 -3.542 -1.227
C 3.210 -3.877 -2.696
C 4.361 -3.373 -3.614
C 4.540 -1.859 -3.401
C 4.686 -1.475 -1.881
N 3.726 -2.096 -1.032
O 4.010 -1.793 0.290
C 6.187 -1.651 -1.528
C 4.349 0.052 -1.828
C 4.377 -4.528 -0.504
H 1.487 -4.572 -0.717
H 1.244 -2.890 -0.851
H 2.051 -3.539 0.485
H 3.162 -4.961 -2.804
H 2.283 -3.379 -2.977
H 4.219 -3.646 -4.660
H 5.296 -3.795 -3.245
H 3.730 -1.280 -3.844
H 5.503 -1.606 -3.844
H 6.396 -1.439 -0.479
H 6.447 -2.709 -1.504
H 6.887 -1.185 -2.221
H 4.971 0.695 -2.451
H 3.297 0.272 -2.012
H 4.505 0.373 -0.798
H 4.373 -4.537 0.586
H 5.426 -4.535 -0.799
H 3.987 -5.530 -0.681
H 3.178 -1.379 0.532
```

Results
HOMO level   -16.55 eV
Max |F|   4.52 eV/A
DFT total energy   -82418.709 eV
Charge   +4
Energy above the lowest of the compared OMol25 structures with the same formula, charge and spin   228.5 kJ/mol
Kohn-Sham gap   1.79 eV

Mulliken atomic charge list, values in e, 5 entries: 1.203 1.103 -0.869 1.202 0.688

---

Entry from OMol25: a cluster of 9 separate species, C48H100N6O8 in total at a distorted geometry (ωB97M-V/def2-TZVPD).

XYZ file:
```
162
C48H100N6O8 (ωB97M-V/def2-TZVPD)
C -18.324 18.338 5.554
N -18.537 18.288 4.090
C -18.516 17.129 3.383
C -18.857 17.141 2.065
C -19.287 18.288 1.419
C -19.227 19.452 2.140
C -18.881 19.411 3.452
C -19.655 18.209 -0.072
C -19.705 19.324 -0.843
C -19.989 19.089 -2.175
N -20.349 17.923 -2.700
C -20.361 16.841 -1.863
C -20.081 16.971 -0.534
C -20.685 17.822 -4.180
H -17.351 18.805 5.829
H -18.326 17.348 6.025
H -19.153 18.919 6.009
H -18.228 16.192 3.856
H -18.985 16.138 1.668
H -19.473 20.422 1.696
H -18.781 20.266 4.091
H -19.316 20.298 -0.581
H -20.015 19.905 -2.908
H -20.636 15.885 -2.292
H -20.180 16.061 0.080
H -21.696 18.242 -4.282
H -20.631 16.760 -4.355
H -19.911 18.370 -4.689
C -15.264 11.986 9.645
C -16.002 11.366 8.453
N -17.141 12.269 7.973
C -16.680 13.655 7.762
C -17.642 11.690 6.615
C -18.085 10.163 6.634
C -18.214 12.208 9.018
C -19.556 12.804 8.663
O -20.663 11.767 8.405
C -21.091 11.105 9.614
H -14.775 11.173 10.215
H -15.907 12.490 10.404
H -14.545 12.648 9.246
H -16.425 10.395 8.617
H -15.324 11.352 7.613
H -17.517 14.242 7.408
H -15.838 13.619 7.087
H -16.391 14.046 8.720
H -16.796 11.894 5.956
H -18.446 12.364 6.382
H -18.934 10.029 7.256
H -17.314 9.438 6.947
H -18.423 9.927 5.627
H -17.823 12.662 9.916
H -18.353 11.176 9.376
H -19.452 13.288 7.704
H -19.949 13.487 9.448
H -21.469 11.804 10.400
H -20.283 10.517 9.951
H -21.940 10.510 9.305
C -30.667 14.165 7.005
C -30.145 12.719 7.076
N -28.668 12.559 7.516
C -28.449 12.849 9.033
C -28.266 11.090 7.374
C -27.898 10.500 6.021
C -27.907 13.502 6.634
C -26.394 13.405 6.635
O -25.879 14.040 7.767
C -24.466 14.096 7.710
H -31.722 14.260 7.241
H -30.383 14.712 6.110
H -30.290 14.748 7.843
H -30.264 12.148 6.175
H -30.648 12.233 7.933
H -29.094 12.185 9.565
H -28.711 13.862 9.354
H -27.414 12.679 9.354
H -29.111 10.572 7.872
H -27.422 10.968 8.059
H -28.755 10.253 5.428
H -27.506 9.503 6.280
H -27.113 11.035 5.508
H -28.215 14.532 6.877
H -28.183 13.252 5.658
H -26.059 13.926 5.789
H -26.165 12.322 6.573
H -24.042 13.081 7.650
H -24.056 14.597 8.605
H -24.052 14.568 6.753
C -26.323 11.059 -7.282
C -27.834 11.424 -7.659
N -29.026 10.868 -6.924
C -28.766 11.172 -5.501
C -30.478 11.353 -7.444
C -30.847 12.718 -7.144
C -28.912 9.393 -7.056
C -29.945 8.496 -6.537
O -30.744 8.822 -5.672
C -31.788 7.795 -5.185
H -26.125 9.995 -7.335
H -26.119 11.423 -6.252
H -25.768 11.576 -8.072
H -27.956 11.249 -8.702
H -27.906 12.499 -7.519
H -29.605 10.758 -4.892
H -28.398 12.152 -5.428
H -27.873 10.690 -5.195
H -31.158 10.530 -7.183
H -30.377 11.388 -8.619
H -30.964 13.010 -6.050
H -31.747 12.824 -7.742
H -30.138 13.493 -7.585
H -27.995 8.958 -6.580
H -28.726 8.933 -8.060
H -26.730 5.966 13.496
H -28.833 0.437 -5.585
H -31.481 6.692 -5.153
H -32.840 7.740 -5.670
H -31.739 8.075 -4.086
C -20.373 11.452 1.601
C -18.928 10.999 1.675
N -18.057 11.545 0.565
C -18.001 13.005 0.646
C -16.686 11.007 0.762
C -16.168 11.308 2.137
C -18.588 11.053 -0.722
C -17.858 11.458 -2.030
O -16.467 11.006 -2.160
C -15.808 11.489 -3.370
H -20.489 12.508 1.679
H -20.762 11.036 2.533
H -20.935 11.039 0.785
H -18.830 9.901 1.748
H -18.444 11.425 2.566
H -18.899 13.441 0.187
H -17.179 13.457 0.155
H -17.948 13.352 1.708
H -16.108 11.495 -0.044
H -16.635 9.906 0.527
H -16.570 12.264 2.515
H -15.149 11.386 2.065
H -16.351 10.513 2.853
H -19.544 11.519 -0.882
H -18.663 9.998 -0.696
H -17.782 12.533 -2.118
H -18.452 11.090 -2.878
H -16.422 11.349 -4.269
H -14.885 10.878 -3.507
H -15.525 12.565 -3.318
C -22.531 13.145 -1.855
C -21.397 13.925 -1.029
O -21.807 14.677 -0.093
O -20.188 13.860 -1.398
H -23.189 12.644 -1.239
H -22.034 12.485 -2.583
H -23.109 13.932 -2.364
C -21.037 13.647 4.904
C -19.540 14.097 4.578
O -19.292 14.172 3.373
O -18.736 14.417 5.468
H -21.590 14.514 5.212
H -21.187 12.920 5.715
H -21.484 13.185 4.015
```

Results
HOMO level   -10.62 eV
Max |F|   4.77 eV/A
DFT total energy   -76667.139 eV
Charge   +4
Kohn-Sham gap   0.72 eV

Mulliken atomic charge list, values in e, 5 entries: -0.785 0.093 -0.698 0.153 1.077

---

The lowest max |F| belongs to which entry?
C47H99FO21